79
Properties=species:S:1:pos:R:3:forces:R:3:lowdin_spin:R:1 method="wB97M-V/def2-TZVPD" multiplicity=5 charge=0 largest_force_ev_per_a=0.19 de_lowest_kj_mol=0.00 total_energy_ev=-146622.01334
Mn 0.65122 0.30972 -0.60944 -0.023 -0.057 0.090 4.1352
O -0.15439 -1.40067 -0.08789 0.028 0.128 -0.124 0.0460
C -1.14865 -1.74335 0.68649 -0.102 -0.087 0.138 0.0053
C -1.29107 -3.10716 1.02888 0.067 0.046 -0.037 0.0024
C -2.31260 -3.55389 1.83175 -0.004 0.004 -0.006 0.0004
C -3.25824 -2.65848 2.33414 -0.019 -0.025 0.024 0.0034
C -3.14193 -1.32594 2.01416 -0.001 0.046 -0.011 0.0005
C -2.10829 -0.83659 1.20328 0.038 -0.097 -0.001 0.0040
C -2.02142 0.59487 0.93794 0.043 0.162 -0.040 0.0096
N -1.15254 1.22916 0.15934 -0.011 -0.048 -0.014 0.0435
C -1.42907 2.57562 0.24671 0.026 0.001 -0.013 0.0067
C -2.48002 2.76712 1.07856 -0.020 -0.005 0.012 0.0027
N -2.84943 1.51017 1.49791 -0.032 -0.033 0.033 0.0044
H -0.54262 -3.78719 0.64086 -0.003 0.004 0.004 0.0001
H -2.38109 -4.60715 2.07512 0.003 0.001 -0.001 -0.0001
H -4.06757 -3.00073 2.96458 0.007 0.001 -0.006 0.0002
H -3.88744 -0.64657 2.41196 0.011 0.004 -0.009 0.0000
H -0.84387 3.30505 -0.28693 -0.004 -0.013 0.003 0.0003
H -2.99108 3.65523 1.40371 0.006 -0.005 -0.004 0.0004
H -3.55451 1.30697 2.18230 0.004 0.003 -0.001 0.0005
C 1.73682 1.97950 -1.12385 -0.048 -0.028 0.018 -0.1067
H 2.60767 1.73805 -1.73960 0.019 -0.006 -0.006 0.0064
H 2.09111 2.57842 -0.28562 -0.007 0.016 0.004 0.0047
H 1.04431 2.58834 -1.72073 0.015 0.014 -0.012 -0.0035
C -1.05727 0.10137 4.83037 0.019 -0.013 -0.015 -0.0054
C -0.68163 1.27520 4.18917 0.011 -0.001 -0.005 0.0006
C 0.29602 1.24512 3.20289 -0.018 0.018 -0.003 -0.0052
C 0.92723 0.05160 2.84850 0.025 -0.059 -0.027 -0.0179
C 0.53899 -1.11733 3.50458 0.002 0.018 0.000 -0.0068
C -0.44494 -1.09604 4.48431 -0.020 0.012 0.007 0.0003
Ge 2.19772 -0.01107 1.34128 0.027 -0.085 -0.074 -0.1064
C 3.64677 1.26236 1.71963 -0.038 -0.017 0.031 -0.0175
C 4.68439 1.40116 0.79668 0.007 0.024 -0.004 -0.0042
C 5.74004 2.27067 1.02871 -0.009 -0.004 -0.001 0.0006
C 5.77438 3.02506 2.19493 -0.015 -0.009 0.003 -0.0035
C 4.75185 2.89915 3.12358 0.006 -0.005 -0.013 -0.0001
C 3.69823 2.02297 2.88633 0.025 0.003 -0.012 -0.0055
C 3.05985 -1.78435 1.38717 0.019 0.069 0.080 -0.0265
C 4.00324 -2.05001 2.38209 0.017 0.005 -0.020 -0.0060
C 4.63687 -3.28255 2.45947 -0.011 -0.010 -0.015 -0.0013
C 4.34008 -4.27371 1.53262 -0.002 0.023 0.011 -0.0001
C 3.40878 -4.02394 0.53527 -0.010 0.002 -0.005 0.0003
C 2.77306 -2.78940 0.46585 -0.018 -0.017 0.024 -0.0007
H -1.82114 0.12030 5.59841 0.003 -0.003 -0.002 -0.0004
H -1.15018 2.21608 4.45583 0.002 -0.009 0.000 0.0002
H 0.56150 2.16843 2.69555 -0.003 -0.007 0.007 -0.0002
H 1.00374 -2.06112 3.23942 -0.003 0.011 0.001 -0.0004
H -0.73885 -2.01760 4.97229 0.000 0.012 -0.001 0.0001
H 4.66997 0.81793 -0.11904 0.004 0.002 0.009 -0.0002
H 6.53687 2.36127 0.30031 -0.005 0.000 0.008 0.0001
H 6.59688 3.70506 2.37868 -0.005 -0.001 0.000 -0.0003
H 4.77454 3.47955 4.03818 0.004 -0.003 -0.007 0.0000
H 2.91341 1.92735 3.62785 -0.002 -0.002 0.005 -0.0004
H 4.25417 -1.28004 3.10498 -0.005 -0.006 -0.008 -0.0008
H 5.36436 -3.46837 3.24029 -0.003 -0.002 -0.005 -0.0002
H 4.83455 -5.23568 1.58748 -0.001 0.005 0.000 0.0000
H 3.17361 -4.79217 -0.19194 0.005 0.001 0.009 0.0000
H 2.03057 -2.61487 -0.30317 -0.015 0.012 -0.010 0.0008
S -2.37226 -0.18420 -6.66444 0.016 0.054 0.089 0.0006
C -1.50008 -0.11453 -5.10895 -0.047 0.015 -0.097 0.0032
C -0.35400 0.65540 -4.98327 0.039 -0.048 -0.047 -0.0001
C 0.29130 0.68823 -3.75877 0.064 -0.011 0.009 0.0070
N -0.14049 0.01394 -2.69326 -0.040 0.038 -0.034 0.0235
C -1.23724 -0.74116 -2.82470 0.014 -0.018 0.029 0.0052
C -1.94096 -0.83779 -4.00938 -0.014 0.019 0.024 -0.0003
C -3.91724 0.52340 -6.11393 0.027 -0.081 -0.018 0.0002
C -4.00333 1.86872 -5.78622 -0.021 0.028 0.041 0.0001
C -5.22657 2.36513 -5.36208 0.027 -0.033 -0.014 0.0000
N -6.32916 1.62509 -5.26550 -0.025 -0.005 0.005 0.0000
C -6.23572 0.34160 -5.59723 0.027 0.026 -0.007 0.0000
C -5.05734 -0.25896 -6.02308 -0.026 0.003 -0.036 0.0000
H 0.02646 1.22429 -5.82020 -0.003 0.014 0.019 0.0000
H 1.18194 1.28666 -3.61590 -0.014 0.007 -0.008 0.0006
H -1.53642 -1.28818 -1.94036 -0.014 0.002 0.000 0.0002
H -2.82048 -1.46381 -4.07174 0.000 0.009 0.016 0.0000
H -3.13932 2.51613 -5.85637 -0.002 -0.011 0.001 0.0000
H -5.32441 3.41092 -5.09287 -0.007 -0.009 0.001 0.0000
H -7.14464 -0.24401 -5.51558 0.002 0.007 0.001 0.0000
H -5.03300 -1.30976 -6.27832 0.011 0.005 0.012 0.0000



44
Properties=species:S:1:pos:R:3:forces:R:3:lowdin_spin:R:1 method="wB97M-V/def2-TZVPD" multiplicity=5 charge=+3 largest_force_ev_per_a=9.21 de_lowest_kj_mol=0.00 total_energy_ev=-67254.07423
C 0.74037 -3.71515 -1.14608 0.344 -0.484 -0.183 0.0021
C 0.88157 -2.82793 -2.32294 -3.703 1.937 -0.846 0.0044
H -0.16991 -4.25398 -1.26729 -0.581 -0.753 -0.007 0.0000
H 0.72142 -3.25870 -0.15630 0.093 0.585 -0.307 0.0023
H 1.62451 -4.33286 -1.14746 0.019 -0.712 0.159 0.0001
O -0.06118 -2.39740 -3.01412 2.621 -1.071 1.856 0.0171
Cl 2.46987 -2.26877 -2.53359 1.218 0.527 -0.499 0.0018
Pt -1.00778 0.83897 -0.72541 3.164 -1.235 0.477 1.0976
P 0.04964 0.89853 -3.05002 1.454 1.596 -3.450 0.4188
C -1.42163 1.77404 -3.72265 -0.371 -0.577 1.012 0.0772
C 1.32283 2.21486 -2.76178 -0.061 -0.251 0.719 0.0722
H 1.73512 -0.26287 -4.54853 -0.530 0.177 0.239 -0.0002
H 0.74637 0.92903 -5.42375 -0.222 0.229 0.598 0.0148
H 0.06890 -0.67318 -5.03739 0.171 0.324 0.390 0.0003
C 0.71233 0.13774 -4.65782 0.074 -1.180 0.476 0.0592
H 2.28676 1.79110 -2.42753 -0.456 0.020 -0.204 0.0003
H 1.49193 2.76968 -3.69956 -0.239 -0.285 0.197 0.0160
H -1.16586 2.25269 -4.67038 0.151 0.023 0.093 0.0173
H -1.75927 2.50457 -2.98024 -0.101 0.142 -0.346 0.0051
H 0.95371 2.87938 -1.97304 0.216 0.073 -0.397 -0.0002
H -2.22022 1.03527 -3.89191 0.179 0.261 -0.078 0.0015
C -2.78227 0.48138 -0.95946 -9.200 0.217 -0.240 0.1574
O -3.95815 0.49747 -0.98221 5.815 -0.419 -0.050 0.0731
Cl 0.00995 2.44913 0.41715 0.044 0.340 0.349 0.4410
C 2.18033 -0.69441 1.94520 0.103 -0.690 0.110 0.0330
N 1.08284 -0.14125 2.76801 -1.144 0.280 -0.953 0.2951
C 1.43329 0.89716 3.73637 0.217 -0.044 0.508 0.0347
C -0.21780 -0.32434 2.43497 1.954 0.202 -0.786 0.0094
S -0.69107 -1.15217 1.00217 -0.105 0.485 -0.069 0.3465
N -1.19599 0.18067 3.28379 -1.103 -1.330 0.475 0.5260
C -1.19083 -0.33133 4.66782 -0.259 0.163 0.570 0.0545
C -2.50822 0.55340 2.73966 -0.067 1.103 0.358 0.0602
H 3.07234 -0.90120 2.55685 -0.460 0.317 0.168 0.0099
H 2.47852 0.02266 1.16853 -0.273 0.041 0.160 0.0173
H 1.86960 -1.64066 1.49722 0.009 0.315 0.017 0.0024
H 0.70253 1.68950 3.69810 -0.153 0.271 0.013 0.0064
H 1.44040 0.45526 4.72995 0.303 0.010 0.139 0.0171
H 2.41635 1.30981 3.52308 0.049 -0.200 -0.116 0.0056
H -2.19929 -0.32926 5.08229 -0.027 0.136 -0.301 0.0035
H -0.81321 -1.35818 4.70650 0.194 0.184 -0.169 0.0177
H -0.59731 0.31261 5.31749 0.096 0.026 0.001 0.0286
H -2.38589 1.33016 1.97526 0.131 -0.271 -0.002 0.0185
H -3.00552 -0.31662 2.31367 0.029 -0.205 0.017 0.0315
H -3.14008 0.97519 3.53541 0.406 -0.277 -0.099 0.0030